DFT (the ωB97M-V functional and the def2-TZVPD basis) results for a structure of composition C2H5N2O in a non-equilibrium geometry.

The geometry in ORCA input format:
```
! wB97M-V def2-TZVPD RIJCOSX def2/J DEFGRID3
* xyz 1 1
C 0.259 0.229 0.045
C -0.655 -0.919 -0.038
N -0.795 1.031 0.119
N 1.517 0.234 -0.057
O -1.788 0.023 0.010
H -0.786 -1.549 -1.053
H -0.689 -1.598 0.790
H -0.932 1.917 -0.272
H 2.035 -0.540 0.322
H 1.834 1.172 0.133
*
```

HOMO-LUMO gap (hartree): 0.4035
Energy relative to the best compared isomer or geometry (same formula, charge and spin) (kcal/mol): 81.82
LUMO (eV): -4.39
HOMO (eV): -15.369

Results of the natural (NBO) charge analysis, in e, for atoms 1 through 4:
1 C 0.48
2 C -0.16
3 N -0.21
4 N -0.68


DFT (the ωB97M-V functional and the def2-TZVPD basis) results for a cluster of 2 separate species, CH4N6O in total in a non-equilibrium geometry.

The geometry in ORCA input format:
```
! wB97M-V def2-TZVPD RIJCOSX def2/J DEFGRID3
* xyz 0 1
C -2.052 -0.529 -0.024
N 0.137 3.145 -0.442
N 2.285 -0.973 -0.286
N -0.246 2.185 -0.050
N 1.329 -0.716 -0.827
N 3.385 -1.320 0.088
N -0.427 1.115 0.383
O -1.696 0.680 0.585
H -1.101 -0.693 -0.582
H -2.913 -0.461 -0.661
H -2.172 -1.275 0.732
H 3.470 -1.158 1.084
*
```

HOMO-LUMO gap (hartree): 0.3679
Energy relative to the best compared isomer or geometry (same formula, charge and spin) (kcal/mol): 87.64
LUMO (eV): 0.66
HOMO (eV): -9.346

Results of the natural (NBO) charge analysis, in e, for atoms 1 through 4:
1 C -0.26
2 N -0.06
3 N 0.25
4 N 0.23


DFT (the ωB97M-V functional and the def2-TZVPD basis) results for the molecule C5H6N2 in a non-equilibrium geometry.

The geometry in ORCA input format:
```
! wB97M-V def2-TZVPD RIJCOSX def2/J DEFGRID3
* xyz 0 1
N 2.152 -0.909 0.555
C 1.690 -0.330 1.464
C 0.670 0.573 0.582
C 0.382 0.535 -0.961
C -1.049 0.255 -0.533
C -1.104 -0.973 0.263
N -0.714 0.274 0.939
H 0.983 1.562 0.893
H 0.846 -0.216 -1.604
H 0.523 1.524 -1.406
H -1.931 0.778 -0.888
H -0.362 -1.756 0.100
H -2.074 -1.319 0.608
*
```

HOMO-LUMO gap (hartree): 0.3671
Energy relative to the best compared isomer or geometry (same formula, charge and spin) (kcal/mol): 103.72
LUMO (eV): 0.23
SMILES string: N#C[C@H]1C[C@H]2CN21
HOMO (eV): -9.760

Results of the natural (NBO) charge analysis, in e, for atoms 1 through 4:
1 N -0.27
2 C 0.14
3 C -0.03
4 C -0.44


DFT (the ωB97M-V functional and the def2-TZVPD basis) results for a structure of composition C24H37N4O3Pb in a non-equilibrium geometry.

The geometry in ORCA input format:
```
! wB97M-V def2-TZVPD RIJCOSX def2/J DEFGRID3
* xyz 3 1
Pb 1.579 -1.112 0.854
N 1.635 -2.913 2.524
C 1.306 -2.538 3.934
C 0.331 -1.370 3.881
N 0.881 -0.148 3.212
C -0.200 0.838 3.150
C -1.126 0.597 1.914
N -0.290 0.590 0.687
C 2.107 0.366 3.920
C 3.370 0.151 3.098
N 3.313 0.757 1.779
H 0.951 -3.567 2.167
H 2.485 -3.473 2.545
H 2.232 -2.268 4.470
H 0.945 -3.400 4.487
H -0.010 -1.077 4.890
H -0.595 -1.684 3.385
H 0.124 1.857 3.018
H -0.811 0.860 4.068
H -1.838 1.451 1.888
H -1.699 -0.349 1.945
H 0.227 1.474 0.651
H -0.870 0.499 -0.132
H 2.239 -0.214 4.843
H 1.925 1.395 4.196
H 3.532 -0.917 3.014
H 4.213 0.520 3.692
H 4.260 0.720 1.410
H 3.146 1.795 1.841
C 2.514 3.506 -5.433
C 2.180 4.186 -4.125
O 1.788 3.567 -3.150
C 2.498 5.651 -4.114
C 1.573 6.561 -4.529
C 1.881 7.915 -4.583
C 3.147 8.335 -4.261
C 4.108 7.441 -3.719
C 3.739 6.104 -3.497
O 4.293 5.221 -2.770
H 2.276 2.429 -5.420
H 3.578 3.627 -5.634
H 1.953 4.004 -6.147
H 0.577 6.352 -4.892
H 1.151 8.570 -5.043
H 3.353 9.402 -4.271
H 5.108 7.717 -3.415
C -5.854 -5.921 -0.472
C -4.774 -4.972 -0.381
C -3.641 -5.309 0.477
C -2.574 -4.453 0.620
C -1.419 -4.705 1.544
C -2.554 -3.251 -0.295
C -1.464 -2.304 -0.269
O -0.499 -2.416 0.550
C -3.692 -2.921 -1.086
C -3.740 -1.593 -1.854
C -4.748 -3.764 -1.175
H -5.685 -6.793 0.187
H -6.061 -6.302 -1.496
H -6.799 -5.441 -0.244
H -3.591 -6.221 1.040
H -1.598 -5.593 2.114
H -1.329 -3.854 2.222
H -0.517 -4.832 0.941
H -1.438 -1.471 -1.002
H -2.975 -1.529 -2.633
H -3.723 -0.742 -1.176
H -4.754 -1.533 -2.260
H -5.649 -3.509 -1.683
*
```

HOMO-LUMO gap (alpha / beta) (hartree): 0.1315 / 0.1314
Energy relative to the best compared isomer or geometry (same formula, charge and spin) (kcal/mol): 0.00
LUMO (alpha / beta) (eV): -11.59 / -11.59
HOMO (alpha / beta) (eV): -15.162 / -15.162

Results of the natural (NBO) charge analysis, in e, for atoms 1 through 4:
1 Pb 1.45
2 N -0.90
3 C -0.25
4 C -0.25


DFT (the ωB97M-V functional and the def2-TZVPD basis) results for a structure of composition C35H37ClCrP2 in a non-equilibrium geometry.

The geometry in ORCA input format:
```
! wB97M-V def2-TZVPD RIJCOSX def2/J DEFGRID3
* xyz 0 5
Cr -0.026 0.306 2.763
C -1.804 0.842 -3.836
C -1.805 -0.440 -3.456
C -1.035 -1.548 -4.101
C 0.345 -1.156 -4.687
C 1.177 -0.332 -3.746
C 1.194 1.003 -3.675
C 0.389 1.952 -4.502
C -0.999 1.442 -4.958
C 1.466 0.352 4.301
H -2.555 1.529 -3.421
H -2.573 -0.780 -2.747
H -1.626 -2.005 -4.919
H -0.869 -2.351 -3.366
H 0.886 -2.102 -4.890
H 0.215 -0.687 -5.668
H 1.939 -0.912 -3.208
H 2.006 1.499 -3.127
H 0.952 2.245 -5.410
H 0.233 2.883 -3.938
H -1.550 2.325 -5.343
H -0.892 0.774 -5.821
H 1.279 1.270 4.867
H 2.540 0.300 4.089
H 1.243 -0.480 4.997
P -1.577 -0.637 1.299
P 1.689 0.043 1.339
C -0.510 -0.797 -0.134
C 0.848 -0.642 -0.081
C -2.487 -2.160 1.622
C -2.835 -2.982 0.540
C -3.588 -4.138 0.756
C -3.954 -4.487 2.060
C -3.560 -3.700 3.152
C -2.828 -2.534 2.931
C -2.754 0.741 1.043
C -2.271 2.060 1.069
C -3.159 3.117 0.886
C -4.518 2.861 0.671
C -5.006 1.551 0.677
C -4.123 0.486 0.878
C 3.142 -0.978 1.694
C 2.951 -2.261 2.243
C 4.055 -3.077 2.487
C 5.343 -2.621 2.176
C 5.536 -1.342 1.642
C 4.436 -0.515 1.408
C 2.220 1.751 1.005
C 2.384 2.682 2.042
C 2.860 3.959 1.743
C 3.138 4.306 0.413
C 2.918 3.394 -0.628
C 2.447 2.112 -0.330
H -1.001 -1.036 -1.079
H 1.477 -0.977 -0.908
H -2.513 -2.701 -0.470
H -3.891 -4.756 -0.096
H -4.544 -5.391 2.225
H -3.840 -3.994 4.161
H -2.529 -1.893 3.765
H -1.205 2.245 1.266
H -2.782 4.140 0.912
H -5.204 3.694 0.515
H -6.068 1.350 0.526
H -4.493 -0.540 0.917
H 1.937 -2.608 2.480
H 3.909 -4.073 2.916
H 6.209 -3.265 2.352
H 6.538 -0.977 1.403
H 4.564 0.493 1.010
H 2.154 2.399 3.076
H 3.030 4.685 2.538
H 3.524 5.298 0.175
H 3.122 3.662 -1.670
H 2.248 1.378 -1.113
Cl -1.569 0.743 4.300
*
```

HOMO-LUMO gap (alpha / beta) (hartree): 0.2532 / 0.2746
LUMO (alpha / beta) (eV): -0.02 / -0.01
HOMO (alpha / beta) (eV): -6.909 / -7.484

Results of the Löwdin charge analysis, in e, for atoms 1 through 4:
1 Cr -0.04
2 C -0.10
3 C -0.14
4 C -0.19


DFT (the ωB97M-V functional and the def2-TZVPD basis) results for a structure of composition C24H40BN6PdS3Sb.

The geometry in ORCA input format:
```
! wB97M-V def2-TZVPD RIJCOSX def2/J DEFGRID3
* xyz -1 2
Pd -0.688 0.500 -1.219
C 2.728 -3.044 1.074
C 1.807 -2.595 -0.008
C 1.639 -3.142 -1.260
C 0.685 -2.339 -1.902
N 0.328 -1.356 -1.082
N 0.996 -1.522 0.092
B 0.689 -0.773 1.431
N -0.849 -0.496 1.545
N -1.685 -0.219 0.508
C -2.936 -0.315 0.950
C -2.910 -0.614 2.321
C -1.579 -0.722 2.656
C -0.994 -1.007 3.997
C -4.192 -0.174 0.111
C -4.801 1.221 0.307
C -5.205 -1.220 0.601
C -3.933 -0.428 -1.372
N 1.571 0.451 1.678
N 1.545 1.524 0.851
C 2.412 2.396 1.328
C 3.025 1.889 2.495
C 2.462 0.648 2.682
C 2.755 -0.330 3.775
C 2.652 3.735 0.672
C 1.843 3.867 -0.614
C 2.242 4.843 1.651
C 4.145 3.873 0.351
C 0.122 -2.587 -3.289
C -1.239 -1.926 -3.491
C 1.110 -2.087 -4.351
C -0.057 -4.103 -3.462
H 3.316 -3.887 0.712
H 3.413 -2.243 1.357
H 2.188 -3.352 1.970
H 2.141 -4.012 -1.646
H 0.936 -1.559 2.305
H -3.746 -0.747 2.986
H -1.802 -1.094 4.724
H -0.415 -1.930 4.003
H -0.335 -0.197 4.313
H -4.995 1.410 1.365
H -4.133 1.992 -0.071
H -5.750 1.288 -0.233
H -5.511 -1.035 1.632
H -6.100 -1.180 -0.024
H -4.789 -2.229 0.543
H -3.280 0.328 -1.801
H -3.475 -1.406 -1.523
H -4.886 -0.404 -1.909
H 3.773 2.355 3.117
H 3.513 0.099 4.430
H 1.875 -0.556 4.378
H 3.133 -1.279 3.392
H 0.774 3.766 -0.426
H 2.027 4.846 -1.066
H 2.111 3.094 -1.333
H 1.178 4.769 1.881
H 2.800 4.772 2.588
H 2.432 5.826 1.211
H 4.455 3.099 -0.354
H 4.346 4.849 -0.100
H 4.758 3.779 1.251
H -1.168 -0.841 -3.451
H -1.632 -2.209 -4.471
H -1.946 -2.254 -2.727
H 1.229 -1.006 -4.289
H 2.087 -2.557 -4.219
H 0.738 -2.340 -5.349
H -0.706 -4.515 -2.686
H -0.511 -4.307 -4.435
H 0.898 -4.630 -3.424
S -0.352 4.926 -4.007
Sb -1.118 2.829 -3.454
S 0.590 1.228 -3.017
S -1.747 2.567 -1.169
*
```

HOMO-LUMO gap (alpha / beta) (hartree): 0.2599 / 0.2155
Energy relative to the best compared isomer or geometry (same formula, charge and spin) (kcal/mol): 0.00
LUMO (alpha / beta) (eV): 2.43 / 0.94
HOMO (alpha / beta) (eV): -4.641 / -4.929

Results of the Löwdin charge analysis, in e, for atoms 1 through 4:
1 Pd 0.39
2 C -0.03
3 C -0.27
4 C 0.02


DFT (the ωB97M-V functional and the def2-TZVPD basis) results for a structure of composition C4H7NO.

The geometry in ORCA input format:
```
! wB97M-V def2-TZVPD RIJCOSX def2/J DEFGRID3
* xyz 0 1
N 2.342 -0.033 0.536
C 1.142 0.164 0.216
C 0.007 -0.809 0.478
C -1.140 -0.577 -0.486
C -0.640 1.539 -0.482
O 0.701 1.265 -0.491
H 2.915 0.769 0.274
H 0.418 -1.818 0.403
H -0.331 -0.668 1.512
H -2.128 -0.746 -0.054
H -1.024 -1.137 -1.420
H -1.011 1.508 0.561
H -1.251 0.544 -1.047
*
```

HOMO-LUMO gap (hartree): 0.3483
Energy relative to the best compared isomer or geometry (same formula, charge and spin) (kcal/mol): 108.94
LUMO (eV): 0.70
HOMO (eV): -8.781

Results of the natural (NBO) charge analysis, in e, for atoms 1 through 4:
1 N -0.66
2 C 0.56
3 C -0.52
4 C -0.48


DFT (the ωB97M-V functional and the def2-TZVPD basis) results for a structure of composition C3H3NS2 in a non-equilibrium geometry.

The geometry in ORCA input format:
```
! wB97M-V def2-TZVPD RIJCOSX def2/J DEFGRID3
* xyz 0 1
C -0.078 -0.066 -0.093
C -0.222 -1.401 0.089
C -2.423 0.224 -0.035
N -1.221 0.726 0.027
S -3.894 0.832 0.000
S -1.781 -2.044 -0.026
H 0.821 0.660 0.114
H 0.515 -2.163 0.322
H -0.967 1.676 0.239
*
```

HOMO-LUMO gap (hartree): 0.2729
Energy relative to the best compared isomer or geometry (same formula, charge and spin) (kcal/mol): 29.19
LUMO (eV): -0.57
HOMO (eV): -7.999

Results of the natural (NBO) charge analysis, in e, for atoms 1 through 4:
1 C -0.10
2 C -0.42
3 C 0.08
4 N -0.60


DFT (the ωB97M-V functional and the def2-TZVPD basis) results for a structure of composition C29H54BiClP in a non-equilibrium geometry.

The geometry in ORCA input format:
```
! wB97M-V def2-TZVPD RIJCOSX def2/J DEFGRID3
* xyz -1 1
Bi 0.536 0.491 0.696
Cl 1.118 2.266 -1.184
P 1.383 -1.542 -1.346
C -0.185 1.879 2.159
H -0.395 1.672 3.229
H 0.296 2.887 2.000
C 0.533 -3.126 -1.784
C 3.022 -1.948 -0.551
C 0.393 -4.065 -0.570
H -0.480 -2.768 -2.055
C -0.609 -5.185 -0.885
H 1.371 -4.513 -0.321
H 0.067 -3.500 0.315
C -0.258 -5.945 -2.165
H -0.642 -5.878 -0.038
H -1.610 -4.744 -0.981
C 0.070 -5.033 -3.353
H 0.596 -6.605 -1.974
H -1.096 -6.593 -2.440
C 1.052 -3.895 -3.004
H 0.487 -5.621 -4.181
H -0.859 -4.578 -3.728
H 2.051 -4.314 -2.799
H 1.157 -3.215 -3.864
C 1.724 -0.571 -2.903
C 3.766 -3.167 -1.096
H 3.629 -1.053 -0.787
C 5.182 -3.227 -0.482
H 3.229 -4.097 -0.842
H 3.837 -3.128 -2.195
C 5.191 -3.159 1.052
H 5.672 -4.151 -0.818
H 5.769 -2.388 -0.888
C 4.281 -2.068 1.622
H 4.890 -4.134 1.454
H 6.220 -2.993 1.390
C 2.890 -2.068 0.976
H 4.186 -2.193 2.705
H 4.750 -1.088 1.454
H 2.361 -3.003 1.226
H 2.292 -1.237 1.388
C 0.470 -0.414 -3.794
H 1.949 0.440 -2.502
C 0.761 0.508 -4.986
H 0.139 -1.403 -4.152
H -0.354 0.017 -3.204
C 2.001 0.093 -5.771
H -0.106 0.521 -5.651
H 0.892 1.529 -4.606
C 3.232 -0.114 -4.880
H 1.797 -0.836 -6.317
H 2.231 0.854 -6.522
C 2.954 -1.037 -3.681
H 4.061 -0.533 -5.464
H 3.574 0.857 -4.494
H 2.822 -2.069 -4.042
H 3.828 -1.036 -3.011
C -1.777 0.624 0.015
C -1.452 1.630 1.128
H -1.664 -0.445 -0.456
C -1.718 3.129 0.753
H -2.277 1.064 1.585
C -3.043 3.512 0.017
H -1.612 3.778 1.659
H -0.865 3.367 0.060
C -3.303 2.411 -1.087
H -3.948 3.527 0.714
H -2.938 4.567 -0.338
C -3.139 1.029 -0.442
H -4.317 2.476 -1.541
H -2.532 2.584 -1.894
H -3.921 1.069 0.339
H -3.413 0.259 -1.184
C -2.455 -2.538 3.377
C -1.763 -1.214 3.013
C -1.401 -0.485 4.322
C -0.571 -1.431 2.103
H -1.757 -3.241 3.855
H -2.883 -3.012 2.491
H -3.275 -2.351 4.077
H -2.503 -0.618 2.450
H -0.434 -0.833 4.704
H -1.357 0.603 4.200
H -2.162 -0.684 5.100
H -0.892 -1.969 1.198
H 0.244 -1.946 2.633
*
```

HOMO-LUMO gap (alpha / beta) (hartree): 0.1747 / 0.1746
Energy relative to the best compared isomer or geometry (same formula, charge and spin) (kcal/mol): 66.90
LUMO (alpha / beta) (eV): 2.62 / 2.62
HOMO (alpha / beta) (eV): -2.130 / -2.129

Results of the Löwdin charge analysis, in e, for atoms 1 through 4:
1 Bi 1.38
2 Cl -0.20
3 P 0.98
4 C -0.38


DFT (the ωB97M-V functional and the def2-TZVPD basis) results for a cluster of 2 separate species, C3H4N2O in total in a non-equilibrium geometry.

The geometry in ORCA input format:
```
! wB97M-V def2-TZVPD RIJCOSX def2/J DEFGRID3
* xyz 0 1
C 0.618 0.279 0.973
C 1.463 -1.561 -1.082
C -1.513 1.314 0.552
N -0.476 0.720 0.947
N 0.400 -1.394 -1.653
O 2.510 -1.810 -0.686
H 1.391 0.470 1.771
H -2.455 0.896 0.782
H -1.518 1.866 -0.383
H -0.420 -0.780 -1.222
*
```

HOMO-LUMO gap (hartree): 0.3311
Energy relative to the best compared isomer or geometry (same formula, charge and spin) (kcal/mol): 86.36
LUMO (eV): 0.43
HOMO (eV): -8.581

Results of the natural (NBO) charge analysis, in e, for atoms 1 through 4:
1 C 0.00
2 C 0.87
3 C -0.32
4 N -0.27


DFT (the ωB97M-V functional and the def2-TZVPD basis) results for a structure of composition C11H11F3KN2O5S in a non-equilibrium geometry.

The geometry in ORCA input format:
```
! wB97M-V def2-TZVPD RIJCOSX def2/J DEFGRID3
* xyz -1 1
K -0.720 -0.118 0.383
O 3.447 2.305 -0.810
C 2.210 1.760 -0.734
O 2.032 0.577 -0.674
C 1.131 2.822 -0.777
O -0.068 2.226 -0.426
C -1.234 2.889 -0.947
C -2.508 2.098 -0.583
O -3.390 2.723 0.016
O -2.482 0.900 -0.948
H 4.061 1.554 -0.777
H 1.113 3.226 -1.800
H 1.413 3.645 -0.108
H -1.143 2.926 -2.039
H -1.292 3.897 -0.525
N 0.166 -7.155 1.744
C 0.205 -6.891 0.429
S 0.243 -8.046 -0.728
C 0.159 -5.410 0.107
C 0.519 -4.443 1.035
C 0.430 -3.102 0.674
N 0.003 -2.707 -0.521
C -0.333 -3.635 -1.409
C -0.262 -4.996 -1.153
H 0.132 -8.112 2.052
H -0.026 -6.427 2.409
H 0.897 -4.656 2.026
H 0.682 -2.329 1.393
H -0.689 -3.283 -2.371
H -0.544 -5.723 -1.900
F 0.892 -2.264 3.481
C 0.378 -1.037 2.968
F 1.411 -0.145 3.305
F -0.581 -0.723 3.935
*
```

HOMO-LUMO gap (hartree): 0.2355
LUMO (eV): 1.80
HOMO (eV): -4.607

Results of the natural (NBO) charge analysis, in e, for atoms 1 through 4:
1 K 0.91
2 O -0.69
3 C 0.78
4 O -0.58


DFT (the ωB97M-V functional and the def2-TZVPD basis) results for the molecule C3H6N2OS2 in a non-equilibrium geometry.

The geometry in ORCA input format:
```
! wB97M-V def2-TZVPD RIJCOSX def2/J DEFGRID3
* xyz 0 1
C -1.451 -0.649 0.812
C 0.674 -0.327 -0.861
C 1.694 -0.407 0.262
H -2.636 2.024 -0.247
H -2.243 0.661 -1.173
H -1.350 -1.211 1.734
H 0.290 0.675 -0.904
H 1.205 -0.564 -1.838
H 3.799 -0.039 1.019
N -2.029 1.244 -0.363
N -1.997 0.490 0.873
O 1.469 -0.685 1.414
S -0.739 -1.467 -0.552
S 3.313 0.256 -0.177
*
```

HOMO-LUMO gap (hartree): 0.3553
Energy relative to the best compared isomer or geometry (same formula, charge and spin) (kcal/mol): 53.21
LUMO (eV): 0.53
SMILES string: N/N=C\SCC(=O)S
HOMO (eV): -9.136

Results of the natural (NBO) charge analysis, in e, for atoms 1 through 4:
1 C -0.14
2 C -0.65
3 C 0.44
4 H 0.37